1.
C7H7BrN3 | ωB97M-V/def2-TZVPD

Max |F|: 3.4 eV/Å
Charge: +1
E_LUMO: -5.31 eV
Gap between HOMO and LUMO: 8.2703 eV
HOMO: -0.4989 Eh

Geometry (Å):
C (1.99821, -0.94790, 0.89425)
C (0.59246, -0.78524, 0.59346)
N (-0.00391, -1.74762, 0.00346)
N (-1.24871, -1.97606, -0.59481)
C (-2.25150, -1.22306, -0.72831)
C (-3.01059, -0.17729, -0.69075)
Br (-4.65498, -0.10775, 0.22906)
C (-2.47562, 1.06786, -1.28365)
C (-1.45815, 1.63090, -0.62374)
C (-0.84036, 1.19421, 0.63493)
N (0.00574, 0.35239, 0.97290)
H (2.37787, -1.94768, 0.65404)
H (2.70297, -0.22115, 0.50313)
H (2.11802, -0.86580, 1.98338)
H (-1.03878, -2.81557, -1.27771)
H (-2.88556, 1.79342, -1.98153)
H (-1.19657, 2.58790, -0.83859)
H (-1.46747, 1.69062, 1.43196)

=====

2.
C9H14N2S | ωB97M-V/def2-TZVPD

Max |F|: 3.8 eV/Å
E_LUMO (alpha / beta): 0.31 / 0.31 eV
Gap between HOMO and LUMO (alpha / beta): 7.6814 / 7.6763 eV
HOMO (alpha / beta): -0.2710 / -0.2707 Eh

Geometry (Å):
C (-1.45257, 1.54654, 1.92817)
C (-1.01852, 2.15769, 3.08498)
C (0.44249, 2.65619, 1.27069)
C (-0.61243, 1.79160, 0.86533)
C (0.24423, -1.56249, 0.44304)
C (0.55973, -2.72615, -0.39145)
C (-0.11142, -1.48505, -1.01487)
C (1.92822, -3.05883, -1.00866)
C (-0.82017, 1.19320, -0.43165)
N (-0.48848, 1.84801, -2.84918)
N (-0.40328, 1.85266, -1.53202)
S (0.31319, 3.21016, 2.89983)
H (-2.43191, 1.11657, 1.73954)
H (-1.44642, 2.04463, 4.12319)
H (1.20442, 3.01703, 0.51181)
H (-0.64755, -1.33265, 1.18925)
H (1.17512, -0.89332, 0.70435)
H (-0.06979, -3.67808, -0.40441)
H (0.34062, -0.80663, -1.67033)
H (2.80399, -3.15079, -0.26511)
H (2.29772, -2.17301, -1.57575)
H (1.89124, -4.03379, -1.54285)
H (-1.31223, 0.23959, -0.31712)
H (-1.01630, 1.09452, -3.26737)
H (-1.19902, -1.64222, -1.30528)
H (-0.17087, 2.77459, -1.18413)

=====

3.
C4H4N2O | ωB97M-V/def2-TZVPD

Max |F|: 5.5 eV/Å
E_LUMO: -0.73 eV
Gap between HOMO and LUMO: 8.4284 eV
HOMO: -0.3365 Eh

Geometry (Å):
O (-2.60428, -0.56370, 0.20862)
C (-1.63267, 0.31802, -0.20596)
C (-0.25602, -0.07806, -0.24010)
C (0.94102, 0.81629, -0.07888)
C (1.97698, 0.03076, 0.32585)
N (1.40373, -1.36414, -0.05409)
N (0.19745, -1.33498, -0.33348)
H (-2.08552, -1.35654, 0.58738)
H (-2.08098, 1.40894, -0.18217)
H (1.03130, 1.90098, -0.28513)
H (3.10898, 0.22244, 0.25794)

=====

4.
C4H10F24KO2P4 | ωB97M-V/def2-TZVPD

Max |F|: 5.3 eV/Å
Charge: -3
E_LUMO: 6.03 eV
Gap between HOMO and LUMO: 8.8986 eV
HOMO: -0.1055 Eh

Geometry (Å):
K (0.80580, 1.19333, 1.91324)
P (1.60961, -2.17307, -0.48874)
F (1.01432, -1.74887, -1.97130)
F (2.63471, -1.00618, -0.39591)
F (0.52586, -1.22272, 0.20967)
F (2.16919, -2.72149, 0.95762)
F (0.45061, -3.34006, -0.50470)
F (2.76163, -3.10884, -1.18455)
P (4.06650, 1.14249, 2.78625)
F (4.89278, 2.26453, 3.56317)
F (3.45593, 2.20353, 1.67823)
F (5.35904, 0.66699, 1.90556)
F (3.16028, -0.11621, 2.16483)
F (4.66043, 0.01024, 3.91735)
F (2.80477, 1.34477, 3.75511)
P (-2.80136, 1.38456, 0.82800)
F (-1.47490, 0.72274, 0.23487)
F (-3.36974, -0.06811, 1.21519)
F (-2.06607, 1.37481, 2.28834)
F (-4.14703, 2.06368, 1.54054)
F (-2.22990, 2.91260, 0.58132)
F (-3.42178, 1.20486, -0.72761)
P (-0.29372, -0.85875, 5.02597)
F (0.68456, -0.74831, 6.26525)
F (0.40964, 0.51287, 4.62089)
F (0.94484, -1.72597, 4.20098)
F (-1.25698, -0.77816, 3.66885)
F (-0.71389, -2.42422, 5.33542)
F (-1.44929, -0.22150, 5.89602)
C (-0.15849, 1.78067, -1.95697)
O (-1.03847, 0.76353, -2.45733)
C (-1.71210, 1.07276, -3.71159)
C (-2.43331, -0.25476, -4.02994)
O (-1.76789, -1.58015, -4.07166)
C (-0.82779, -1.80391, -5.01572)
H (0.29939, 1.55054, -0.99494)
H (-0.74479, 2.69693, -2.02648)
H (0.58011, 2.00138, -2.72758)
H (-1.03972, 1.29679, -4.53973)
H (-2.43068, 1.87532, -3.54538)
H (-3.02271, -0.13603, -4.93912)
H (-3.33581, -0.37631, -3.43094)
H (-1.14454, -1.56265, -6.03039)
H (-0.48423, -2.83783, -4.98276)
H (0.07516, -1.22582, -4.81930)

=====

5.
C17H25N3O5S | ωB97M-V/def2-TZVPD

Max |F|: 17.6 eV/Å
E_LUMO: 0.16 eV
Gap between HOMO and LUMO: 8.7855 eV
HOMO: -0.3170 Eh

Geometry (Å):
C (1.22254, -3.57792, -5.14638)
C (0.17331, -4.19787, -4.31533)
O (0.05075, -3.49427, -3.27275)
C (-0.89690, -2.68247, -3.27721)
O (-1.38554, -2.41877, -4.24988)
N (-1.25816, -1.99023, -2.13772)
C (-0.50766, -2.33225, -0.94875)
C (0.19840, -1.23264, -0.51574)
N (-0.52653, 0.03115, -0.49998)
C (-0.45262, 0.66841, 0.81812)
O (-0.21295, 0.03184, 1.90580)
C (-1.47485, 1.91096, 0.87868)
N (-1.16319, 2.45159, 2.16056)
C (-0.06936, 3.25770, 2.23092)
C (1.06060, 2.83479, 1.84191)
C (1.71892, 2.48215, 0.77728)
C (3.05176, 1.65828, 0.54058)
C (3.34199, 1.11312, 1.63728)
C (3.07202, 1.18646, 2.90835)
C (1.94480, 2.07497, 3.15341)
S (-1.91246, 2.31003, 3.57853)
C (-1.27260, 0.93952, 4.55105)
O (-1.99588, 3.45551, 4.29333)
O (-3.45760, 1.90059, 3.13403)
C (-1.27467, 0.16755, -1.59892)
C (-2.09123, -1.15668, -1.90506)
H (0.73365, -2.47714, -5.56886)
H (1.40312, -4.22887, -6.20827)
H (2.07141, -3.35830, -4.65819)
H (0.43006, -5.17420, -4.03868)
H (-0.72634, -4.32799, -4.98475)
H (0.17808, -3.22026, -0.99311)
H (-1.04004, -2.50819, 0.09362)
H (0.95559, -1.21806, 0.58559)
H (1.24438, -0.96932, -1.17695)
H (-2.53793, 1.30781, 1.21255)
H (-1.39230, 2.42919, 0.08583)
H (-0.32678, 4.17575, 1.43980)
H (-0.08424, 4.08784, 3.05614)
H (1.32037, 2.84410, -0.16354)
H (3.37070, 1.47162, -0.49453)
H (4.33858, 0.45565, 1.52222)
H (3.54433, 0.97271, 3.65509)
H (1.41535, 2.33373, 4.05617)
H (-0.67622, 0.46129, 3.73030)
H (-2.08429, 0.29310, 5.02092)
H (-0.69685, 1.50118, 5.23578)
H (-1.69926, 1.13306, -1.28725)
H (-0.49582, 0.48884, -2.49928)
H (-2.47199, -0.79444, -2.96756)
H (-2.65645, -1.07062, -1.19514)

=====

6.
C20H46N5O4 | ωB97M-V/def2-TZVPD

Max |F|: 1.2 eV/Å
Charge: +1
E_LUMO: -2.99 eV
Gap between HOMO and LUMO: 8.0778 eV
HOMO: -0.4069 Eh

Geometry (Å):
C (-0.34362, -1.61791, 0.90728)
C (0.04504, -2.80541, 1.34491)
N (-0.83916, -3.97017, 1.25857)
C (-0.46220, -5.02953, 0.23013)
C (0.19454, -4.46864, -1.02556)
C (1.72100, -4.58157, -0.95039)
C (2.53059, -3.83334, -2.03443)
C (1.76695, -2.80451, -2.87090)
C (0.97619, -3.37389, -4.05290)
H (0.40909, -0.89465, 0.60975)
H (-1.40374, -1.37838, 0.88074)
H (1.03391, -2.98349, 1.74734)
H (-0.87547, -4.44576, 2.16468)
H (-1.79160, -3.64458, 1.08296)
H (0.18587, -5.75841, 0.71955)
H (-1.40061, -5.53256, -0.01154)
H (-0.16985, -5.06776, -1.86235)
H (-0.14923, -3.44540, -1.19567)
H (1.95008, -5.65242, -0.99631)
H (2.07196, -4.24797, 0.03325)
H (3.31657, -3.27757, -1.51283)
H (3.05746, -4.53567, -2.68663)
H (1.15022, -2.16358, -2.23528)
H (2.51157, -2.12088, -3.29016)
H (0.41942, -2.57158, -4.54548)
H (0.23922, -4.12395, -3.75406)
H (1.66093, -3.80679, -4.78469)
C (3.72877, 1.66537, -1.21476)
C (2.73493, 1.10209, -2.19919)
O (1.93210, 0.22829, -1.88863)
N (2.76129, 1.58803, -3.46187)
C (3.63275, 2.60924, -4.01377)
H (3.57883, 1.17643, -0.25750)
H (4.75054, 1.48790, -1.55190)
H (3.58407, 2.73736, -1.08333)
H (2.07487, 1.17172, -4.07140)
H (3.04819, 3.45293, -4.38180)
H (4.21799, 2.20686, -4.84126)
H (4.31640, 2.97158, -3.25395)
C (-1.52160, 1.96635, 0.56856)
C (-1.01541, 2.87611, 1.66856)
O (0.16307, 3.18628, 1.74793)
N (-1.92510, 3.32722, 2.56387)
C (-3.35365, 3.05506, 2.60802)
H (-0.68471, 1.69774, -0.07055)
H (-1.95170, 1.06270, 1.00545)
H (-2.28704, 2.45905, -0.03107)
H (-1.53171, 3.93378, 3.26634)
H (-3.91832, 3.97778, 2.51548)
H (-3.61136, 2.57385, 3.55441)
H (-3.64635, 2.40781, 1.79133)
C (-7.51832, 4.14825, -0.77425)
C (-6.58420, 4.45071, 0.37372)
O (-5.58355, 3.77787, 0.58309)
N (-6.89426, 5.50329, 1.16911)
C (-8.02842, 6.40278, 1.06869)
H (-7.13024, 3.28627, -1.30741)
H (-8.52155, 3.92119, -0.41262)
H (-7.57900, 4.99284, -1.46102)
H (-6.23543, 5.65946, 1.91530)
H (-7.69144, 7.42992, 0.92465)
H (-8.63231, 6.36133, 1.97591)
H (-8.65464, 6.12673, 0.22743)
C (5.29577, -2.80818, 2.14121)
C (5.78529, -1.58879, 2.89546)
O (6.96472, -1.40238, 3.11409)
N (4.84208, -0.69988, 3.31956)
C (3.40815, -0.76760, 3.14140)
H (6.16117, -3.40691, 1.87576)
H (4.62647, -3.40780, 2.76076)
H (4.77078, -2.51833, 1.22880)
H (5.22230, 0.09323, 3.81219)
H (3.05930, 0.10237, 2.58033)
H (2.90442, -0.77521, 4.11046)
H (3.13090, -1.66629, 2.59845)